1.
Formula: C39H59N7O2PPtS2
Source: the OMol25 dataset
Level of theory: ωB97M-V/def2-TZVPD

The geometry in XYZ format:
```
111
Properties=species:S:1:pos:R:3:mulliken_charge:R:1
Pt 0.64 -0.25 0.78 2.28
O 2.48 -1.36 2.04 -0.34
C 3.18 -0.49 2.91 0.11
C 4.58 -0.17 2.41 -1.04
C 4.58 0.28 0.94 0.45
C 3.85 1.58 0.74 0.36
C 4.56 2.77 0.76 -0.87
C 3.89 3.97 0.56 -0.68
C 2.53 3.92 0.33 -1.15
C 1.90 2.68 0.32 -0.34
N 2.54 1.54 0.53 0.24
H 3.08 -2.05 1.74 0.20
H 3.23 -0.93 3.91 0.35
H 2.58 0.42 2.95 -0.31
H 5.21 -1.06 2.49 0.39
H 5.01 0.60 3.05 0.47
H 4.09 -0.47 0.32 -0.72
H 5.61 0.38 0.60 0.54
H 5.63 2.75 0.91 0.51
H 4.42 4.91 0.57 0.45
H 1.95 4.81 0.14 0.55
H 0.85 2.59 0.11 0.74
N -0.66 1.03 -0.02 -1.14
P -1.86 0.74 -1.00 -1.87
N -1.49 0.20 -2.51 0.95
C -2.56 -0.13 -3.44 -0.59
C -2.46 0.73 -4.69 -0.24
C -1.07 0.56 -5.31 -0.99
C 0.01 0.93 -4.29 -0.67
C -0.15 0.08 -3.03 -0.10
N -2.74 2.16 -1.30 1.20
C -4.03 2.61 -0.79 -0.85
C -4.42 3.95 -1.43 -0.93
C -3.86 4.08 -2.84 -0.62
C -2.33 4.13 -2.74 -1.03
C -1.83 3.26 -1.57 -0.20
N -2.97 -0.43 -0.43 0.30
C -3.44 -0.23 0.94 0.21
C -4.57 -1.20 1.24 -1.28
C -4.08 -2.64 1.08 -0.62
C -3.48 -2.82 -0.31 -1.09
C -2.41 -1.76 -0.55 -0.01
H -3.50 0.04 -2.92 0.38
H -2.49 -1.19 -3.72 0.48
H -2.62 1.77 -4.43 -0.15
H -3.23 0.43 -5.40 0.39
H -0.98 1.19 -6.19 0.47
H -0.93 -0.48 -5.62 0.32
H -0.09 1.99 -4.03 0.18
H 1.00 0.78 -4.71 0.45
H 0.54 0.38 -2.24 -0.11
H 0.05 -0.97 -3.29 0.16
H -4.01 2.76 0.30 0.27
H -4.77 1.84 -1.02 0.37
H -4.03 4.77 -0.84 0.33
H -5.51 4.04 -1.44 0.50
H -4.23 4.98 -3.32 0.47
H -4.18 3.22 -3.44 0.19
H -2.00 5.16 -2.57 0.43
H -1.88 3.79 -3.68 0.26
H -1.72 3.88 -0.67 0.37
H -0.86 2.83 -1.81 0.17
H -3.77 0.80 1.06 0.30
H -2.61 -0.42 1.65 -0.16
H -5.40 -1.02 0.55 0.35
H -4.93 -1.04 2.26 0.41
H -4.89 -3.34 1.24 0.46
H -3.30 -2.83 1.83 0.17
H -4.26 -2.72 -1.06 0.40
H -3.04 -3.81 -0.41 0.35
H -1.99 -1.89 -1.55 0.23
H -1.59 -1.89 0.18 -0.06
C 1.48 2.43 4.93 -0.93
N 0.44 2.72 3.99 0.15
C 0.22 4.08 3.52 -0.79
C -0.84 3.89 2.41 -0.35
N -0.92 2.45 2.26 0.35
C -0.15 1.84 3.16 0.10
S -0.06 0.16 3.29 -0.33
H 1.30 2.95 5.87 0.30
H 2.45 2.74 4.53 0.32
H 1.49 1.35 5.12 0.32
H 1.15 4.50 3.13 0.34
H -0.14 4.71 4.33 0.41
H -0.57 4.38 1.48 0.09
H -1.82 4.26 2.73 0.45
H -1.07 1.97 1.34 -0.29
O 1.02 -2.08 -0.80 -0.49
S 0.96 -3.54 -1.02 -0.03
C 0.65 -4.30 0.61 1.28
C 0.35 -3.49 1.69 0.84
C 0.07 -4.06 2.92 -1.21
C 0.08 -5.44 3.06 -0.68
C 0.37 -6.25 1.98 -0.67
C 0.65 -5.68 0.74 -0.78
C 2.71 -4.05 -1.11 0.59
C 3.68 -3.10 -0.85 -0.42
C 5.02 -3.45 -0.92 -0.64
C 5.37 -4.75 -1.26 -0.60
C 4.40 -5.69 -1.55 -0.73
C 3.06 -5.34 -1.48 -0.44
H 0.34 -2.41 1.57 -0.14
H -0.17 -3.43 3.76 0.55
H -0.13 -5.89 4.03 0.43
H 0.38 -7.32 2.08 0.43
H 0.87 -6.31 -0.10 0.30
H 3.37 -2.09 -0.65 0.46
H 5.79 -2.72 -0.73 0.50
H 6.41 -5.03 -1.32 0.40
H 4.68 -6.69 -1.82 0.41
H 2.30 -6.06 -1.74 0.51
```

Properties
Net charge   +1
2S+1   1
Gap between HOMO and LUMO (alpha / beta)   0.2568 / 0.2567 Ha
Lowest unoccupied orbital energy (alpha / beta)   -0.114 / -0.113 Ha
HOMO (alpha / beta)   -10.1 / -10.1 eV



2.
Formula: C39H60BGe2N8PbS5Si2Te
Source: the OMol25 dataset
Level of theory: ωB97M-V/def2-TZVPD

The geometry in XYZ format:
```
119
Properties=species:S:1:pos:R:3:mulliken_charge:R:1
Pb -0.50 0.25 -1.05 1.66
C -2.99 0.47 3.13 -1.28
C -1.94 0.90 2.32 -0.43
N -2.15 0.53 1.06 0.21
N -3.32 -0.13 1.03 0.94
C -3.85 -0.19 2.27 -0.59
B -3.96 -0.45 -0.35 0.35
N -3.17 -1.58 -1.06 0.79
C -3.69 -2.51 -1.87 -0.17
C -2.70 -3.41 -2.22 -2.00
C -1.57 -2.94 -1.55 -0.34
N -1.85 -1.84 -0.86 0.72
N -3.87 0.85 -1.17 0.03
C -4.71 1.91 -1.18 -0.22
C -4.16 2.88 -1.98 -1.46
C -2.95 2.33 -2.42 -0.17
N -2.79 1.11 -1.92 -0.36
N -5.39 -0.94 -0.19 0.44
C -6.52 -0.65 -0.89 -0.30
C -7.51 -1.49 -0.47 -1.01
C -6.89 -2.29 0.51 -0.31
N -5.62 -1.97 0.66 -1.14
H -3.12 0.63 4.19 0.58
H -1.06 1.47 2.58 0.04
H -4.78 -0.69 2.46 0.63
H -4.73 -2.49 -2.15 0.55
H -2.79 -4.26 -2.86 0.55
H -0.57 -3.35 -1.56 0.40
H -5.62 1.90 -0.60 0.76
H -4.57 3.85 -2.21 0.44
H -2.20 2.76 -3.06 0.37
H -6.52 0.11 -1.66 0.61
H -8.53 -1.52 -0.81 0.44
H -7.32 -3.09 1.10 0.45
S 3.83 -5.51 -3.51 -0.21
C 2.97 -4.22 -2.98 0.03
S 2.99 -3.66 -1.34 -0.02
C 1.90 -2.29 -1.54 -0.41
C 1.40 -2.10 -2.79 0.38
S 0.34 -0.87 -3.35 -0.39
S 1.94 -3.25 -4.00 -0.10
S 1.59 -1.34 -0.13 -0.17
C -0.54 4.49 1.46 -1.40
C -0.62 3.69 0.16 0.11
Ge 1.14 2.90 -0.36 -0.56
C 2.02 1.93 1.17 0.27
C 2.78 2.87 2.11 -1.54
C 2.36 4.36 -0.88 0.06
C 2.84 4.11 -2.11 -0.86
Ge 2.03 2.37 -2.70 0.26
C 0.79 2.59 -4.26 0.05
C 1.36 2.25 -5.63 -1.29
C 3.47 0.97 -2.71 -0.15
C 3.89 0.38 -4.05 -1.29
C 3.82 4.91 -2.86 0.65
C 4.24 4.47 -4.12 0.48
C 5.18 5.18 -4.85 -1.02
C 5.72 6.35 -4.33 -0.43
C 5.30 6.81 -3.09 -0.73
C 4.36 6.10 -2.36 -0.47
H -1.51 4.95 1.69 0.41
H 0.20 5.30 1.38 0.34
H -0.26 3.86 2.30 0.18
H -0.93 4.33 -0.67 0.44
H -1.37 2.90 0.26 -0.11
H 2.71 1.21 0.74 0.39
H 1.26 1.35 1.72 -0.30
H 3.56 3.39 1.57 0.45
H 3.25 2.30 2.92 0.45
H 2.12 3.61 2.56 0.31
H 2.66 5.23 -0.30 0.42
H 0.47 3.64 -4.23 0.60
H -0.09 1.97 -4.08 -0.01
H 2.24 2.86 -5.87 0.29
H 0.61 2.44 -6.41 0.45
H 1.64 1.20 -5.69 0.15
H 3.14 0.18 -2.04 0.19
H 4.32 1.46 -2.23 0.64
H 3.06 -0.12 -4.54 0.13
H 4.68 -0.36 -3.90 0.42
H 4.28 1.14 -4.73 0.32
H 3.82 3.55 -4.51 -0.16
H 5.49 4.83 -5.82 0.40
H 6.45 6.91 -4.90 0.38
H 5.71 7.72 -2.68 0.39
H 4.04 6.47 -1.40 0.35
C 0.81 0.73 4.97 -0.54
Si 1.05 -1.15 5.11 0.19
C 2.53 -1.36 6.26 -1.18
C -0.44 -2.00 5.91 -0.88
C 1.41 -1.96 3.43 -0.74
Te -0.26 -2.36 2.11 -0.28
C 0.49 -4.29 1.54 -0.42
Si -0.73 -5.65 2.06 0.09
C -2.41 -5.29 1.29 -0.69
C -0.05 -7.34 1.58 -1.10
C -0.92 -5.56 3.94 -0.99
H 1.30 1.22 5.81 0.47
H -0.25 1.02 4.98 0.29
H 1.26 1.13 4.06 -0.21
H 2.34 -0.84 7.20 0.33
H 3.44 -0.94 5.83 0.32
H 2.73 -2.41 6.50 0.31
H -0.38 -1.91 7.00 0.39
H -0.44 -3.07 5.67 0.14
H -1.39 -1.58 5.58 0.29
H 1.87 -2.93 3.62 0.42
H 2.12 -1.37 2.85 0.57
H 1.46 -4.42 2.02 0.67
H 0.65 -4.28 0.46 -0.14
H -2.40 -5.43 0.21 0.23
H -2.71 -4.26 1.49 0.06
H -3.19 -5.94 1.70 0.46
H 0.16 -7.41 0.52 0.33
H -0.76 -8.13 1.84 0.33
H 0.88 -7.56 2.11 0.32
H -1.37 -4.60 4.23 0.22
H 0.04 -5.65 4.46 0.33
H -1.57 -6.35 4.31 0.44
```

Properties
Net charge   0
⟨S²⟩   0.769
2S+1   2
Gap between HOMO and LUMO (alpha / beta)   0.2659 / 0.1829 Ha
Lowest unoccupied orbital energy (alpha / beta)   0.002 / -0.082 Ha
Energy above the lowest of the compared OMol25 structures with the same formula, charge and spin   34.24 kJ/mol
HOMO (alpha / beta)   -7.2 / -7.2 eV



3.
Formula: C39H64BBrClF5N4O20P
Source: the OMol25 dataset
Level of theory: ωB97M-V/def2-TZVPD

The geometry in XYZ format:
```
136
Properties=species:S:1:pos:R:3:mulliken_charge:R:1
C 4.44 1.04 2.11 -1.50
C 3.45 1.40 1.00 -0.11
C 3.51 0.39 -0.16 0.20
C 4.69 0.69 -1.10 -1.92
N 2.23 0.35 -0.87 1.19
C 1.84 1.66 -1.43 -0.42
C 1.74 1.65 -2.97 -0.11
C 0.66 2.59 -3.53 0.27
O 1.18 3.60 -4.37 -0.63
C 1.49 -0.73 -1.02 -2.22
N 0.22 -0.57 -1.47 1.78
C -0.68 0.30 -0.66 -0.16
C -1.51 1.28 -1.49 -1.32
C -1.51 2.69 -0.90 -0.91
O -2.73 3.04 -0.27 -0.62
C -0.46 -1.79 -1.92 -0.33
P -0.17 -1.68 -3.76 -0.05
N 1.32 -1.48 -4.23 -0.87
C -0.16 -3.13 -1.16 3.05
Cl 0.45 -4.26 -2.46 -0.28
C -1.56 -3.72 -0.82 -0.96
C -1.66 -5.20 -0.44 -2.12
C -2.47 -2.81 0.06 0.82
C -3.55 -3.47 0.90 -1.86
C 0.99 -2.91 -0.12 -1.09
B 1.75 -4.27 0.42 1.29
C 3.00 -4.21 1.39 -0.75
O 1.39 -5.51 -0.01 -0.62
C 0.49 -2.25 1.21 -0.62
Br -0.28 -3.64 2.36 0.02
C 1.56 -1.44 1.98 1.00
C 1.57 -1.51 3.50 -1.54
N 1.97 -1.97 -0.72 1.37
C 3.25 -2.42 -1.28 -0.43
C 3.45 -3.74 -2.07 -0.64
O 3.94 -4.70 -1.46 -0.52
O 3.17 -3.82 -3.39 -0.45
H 5.20 0.36 1.72 0.43
H 4.98 1.93 2.42 0.35
H 3.96 0.58 2.96 0.13
H 3.70 2.38 0.61 0.85
H 2.43 1.45 1.38 0.23
H 3.73 -0.55 0.33 -0.05
H 5.59 0.21 -0.74 0.42
H 4.83 1.77 -1.16 0.45
H 4.46 0.33 -2.09 0.42
H 0.95 2.06 -0.96 -0.61
H 2.64 2.35 -1.21 0.76
H 1.61 0.65 -3.37 -0.24
H 2.69 2.01 -3.36 0.99
H -0.01 1.97 -4.14 0.35
H 0.07 3.07 -2.75 -0.86
H 1.74 3.18 -5.03 0.30
H -0.07 0.82 0.08 0.74
H -1.36 -0.29 -0.06 0.09
H -2.55 0.95 -1.46 0.91
H -1.23 1.28 -2.54 0.11
H -1.41 3.40 -1.72 0.52
H -0.66 2.84 -0.24 0.10
H -3.05 2.28 0.22 0.18
H -1.53 -1.61 -1.86 0.28
H -0.90 -0.50 -4.03 0.08
H -0.92 -2.66 -4.43 0.19
H 1.92 -1.59 -3.42 0.13
H -2.04 -3.71 -1.80 0.66
H -0.98 -5.82 -1.00 0.35
H -2.65 -5.55 -0.72 0.57
H -1.47 -5.39 0.61 0.29
H -3.03 -2.15 -0.60 0.39
H -1.93 -2.16 0.73 -0.36
H -4.02 -2.65 1.43 0.34
H -4.26 -4.02 0.30 0.40
H -3.13 -4.11 1.67 0.36
H 2.66 -4.11 2.42 0.28
H 3.69 -3.38 1.21 0.08
H 3.58 -5.12 1.34 0.57
H 2.15 -6.01 -0.29 0.33
H -0.31 -1.55 1.03 -0.21
H 2.57 -1.66 1.65 -0.42
H 1.39 -0.39 1.75 -0.64
H 1.95 -2.44 3.89 0.35
H 2.24 -0.73 3.85 0.20
H 0.61 -1.25 3.94 0.49
H 4.00 -2.48 -0.50 0.46
H 3.63 -1.63 -1.92 0.91
H 3.41 -3.02 -3.86 0.43
C 0.90 3.25 -9.65 -0.44
C 1.30 4.32 -8.66 0.28
O 1.36 3.59 -7.44 -0.25
C 1.66 2.30 -7.76 0.67
O 2.03 1.50 -6.96 -0.48
O 1.49 2.08 -9.07 -0.34
F 0.36 5.29 -8.55 -0.27
H -0.19 3.13 -9.69 0.27
H 1.28 3.42 -10.65 0.29
H 2.26 4.78 -8.85 0.28
C -0.21 6.93 -1.46 -0.45
C 0.87 7.72 -0.76 0.28
O 1.12 6.92 0.39 -0.35
C 0.82 5.64 0.08 0.54
O 1.16 4.68 0.70 -0.43
O 0.11 5.58 -1.07 -0.19
F 0.44 8.94 -0.37 -0.29
H -1.20 7.19 -1.10 0.30
H -0.19 7.03 -2.55 0.30
H 1.80 7.83 -1.33 0.28
C -5.74 1.50 3.08 -0.50
C -5.07 0.26 3.63 0.25
O -4.76 -0.47 2.45 -0.22
C -4.59 0.44 1.45 0.57
O -4.05 0.20 0.42 -0.42
O -5.08 1.64 1.81 -0.38
F -5.91 -0.48 4.40 -0.26
H -6.81 1.34 2.92 0.30
H -5.59 2.38 3.69 0.33
H -4.15 0.45 4.19 0.29
C -7.01 -3.49 5.58 -0.22
C -5.71 -4.20 5.88 0.35
O -6.14 -5.33 6.60 -0.34
C -7.41 -5.62 6.19 0.58
O -7.97 -6.64 6.39 -0.46
O -7.93 -4.58 5.49 -0.34
F -4.88 -3.45 6.66 -0.29
H -7.30 -2.83 6.40 0.26
H -6.98 -2.92 4.66 0.16
H -5.16 -4.52 4.99 0.28
C 2.34 3.20 6.29 -0.45
C 2.68 2.11 5.31 0.50
O 1.44 1.45 5.13 -0.15
C 0.45 2.37 5.36 0.58
O -0.68 2.23 5.05 -0.51
O 0.96 3.46 5.97 -0.33
F 3.58 1.23 5.81 -0.31
H 2.41 2.84 7.32 0.28
H 2.94 4.09 6.18 0.30
H 3.03 2.47 4.34 0.13
```

Properties
Net charge   +1
2S+1   1
Gap between HOMO and LUMO   0.3322 Ha
Lowest unoccupied orbital energy   -0.080 Ha
Energy above the lowest of the compared OMol25 structures with the same formula, charge and spin   0.00 kJ/mol
HOMO   -11.2 eV



Total energy per entry: -90127.5916; -249521.7831; -194503.1706 eV